{
  "formula": "C4H8OS",
  "method": "ωB97M-V/def2-TZVPD",
  "smiles": "CC(=O)CCS",
  "relative_energy_kcal_mol": 11.6,
  "species": ["C", "C", "C", "C", "H", "H", "H", "H", "H", "H", "H", "H", "O", "S"],
  "xyz": [[1.380, 1.238, -1.210], [0.623, -0.070, -0.911], [-0.193, 0.087, 0.342], [-1.006, -1.180, 0.551], [2.208, 1.394, -0.527], [1.811, 1.114, -2.172], [0.669, 2.146, -1.045], [0.500, 0.272, 1.231], [-0.784, 0.965, 0.229], [-1.545, -1.372, -0.368], [-0.369, -2.043, 0.789], [-1.685, -0.597, 2.849], [0.769, -1.134, -1.506], [-2.378, -0.822, 1.746]],
  "mulliken_charge": [-1.154, 0.769, -0.635, -0.616, 0.305, 0.362, 0.296, 0.308, 0.401, 0.317, 0.359, 0.102, -0.571, -0.243]
}

=====

{
  "formula": "C28H23N3O2SV",
  "method": "ωB97M-V/def2-TZVPD",
  "charge": 1,
  "relative_energy_kcal_mol": 0.0,
  "species": ["V", "O", "N", "N", "O", "C", "C", "C", "C", "C", "C", "H", "H", "H", "H", "H", "N", "S", "C", "C", "C", "C", "C", "C", "C", "C", "C", "C", "C", "C", "H", "H", "H", "H", "H", "H", "H", "H", "H", "H", "H", "C", "C", "C", "C", "C", "C", "C", "C", "C", "C", "H", "H", "H", "H", "H", "H", "H"],
  "xyz": [[0.761, -0.220, -0.415], [0.184, -0.465, -2.170], [0.492, -1.644, -1.592], [1.933, -1.692, -1.530], [2.413, -0.395, -0.939], [2.384, -2.842, -0.787], [1.852, -4.075, -1.142], [2.283, -5.208, -0.473], [3.237, -5.111, 0.531], [3.772, -3.874, 0.857], [3.351, -2.728, 0.197], [1.116, -4.141, -1.931], [1.872, -6.172, -0.741], [3.570, -5.999, 1.050], [4.525, -3.794, 1.629], [3.766, -1.762, 0.444], [-0.158, 1.507, -0.355], [-1.032, 2.095, -1.592], [-2.436, 2.891, -0.832], [-2.849, 2.489, 0.428], [-3.991, 3.063, 0.971], [-4.707, 4.007, 0.251], [-4.290, 4.384, -1.020], [-3.151, 3.824, -1.574], [-0.123, 3.466, -2.247], [0.500, 3.249, -3.469], [1.288, 4.258, -4.004], [1.443, 5.452, -3.317], [0.815, 5.654, -2.092], [0.024, 4.659, -1.547], [0.031, 2.209, 0.357], [-2.298, 1.736, 0.975], [-4.322, 2.763, 1.956], [-5.597, 4.449, 0.678], [-4.853, 5.116, -1.582], [-2.822, 4.120, -2.562], [0.374, 2.306, -3.986], [1.779, 4.108, -4.956], [2.056, 6.237, -3.739], [0.940, 6.591, -1.566], [-0.484, 4.814, -0.603], [-1.411, -4.733, 2.807], [-1.524, -4.507, 1.421], [-0.958, -3.401, 0.847], [-0.253, -2.476, 1.644], [0.372, -1.317, 1.115], [1.048, -0.442, 1.925], [1.140, -0.639, 3.323], [0.556, -1.753, 3.848], [-0.144, -2.694, 3.039], [-0.738, -3.846, 3.601], [-1.863, -5.614, 3.242], [-2.063, -5.217, 0.808], [-1.034, -3.222, -0.217], [1.575, 0.436, 1.511], [1.678, 0.060, 3.948], [0.624, -1.946, 4.912], [-0.654, -4.014, 4.667]],
  "mulliken_charge": [-0.531, -0.678, 0.209, 0.046, -0.474, 0.545, -0.449, -0.529, -0.533, -0.640, -0.207, 0.434, 0.412, 0.436, 0.404, 0.507, -0.119, 0.300, 0.356, -0.413, -0.633, -0.476, -0.618, -0.396, 0.447, -0.280, -0.683, -0.395, -0.758, -0.177, 0.283, 0.517, 0.414, 0.394, 0.403, 0.471, 0.448, 0.412, 0.412, 0.408, 0.432, -0.593, -0.719, -0.409, 1.096, 0.465, 0.050, -1.231, -0.740, 0.979, -0.958, 0.424, 0.434, 0.469, 0.761, 0.433, 0.419, 0.425]
}

=====

{
  "formula": "C6H12S2",
  "method": "ωB97M-V/def2-TZVPD",
  "smiles": "C[C@H]1[C@](C)(S)[C@]1(C)S",
  "relative_energy_kcal_mol": 99.0,
  "species": ["C", "C", "C", "C", "C", "C", "H", "H", "H", "H", "H", "H", "H", "H", "H", "H", "H", "H", "S", "S"],
  "xyz": [[2.286, -0.357, -1.220], [0.758, 0.033, -1.052], [0.298, 0.662, 0.253], [1.224, 1.277, 1.240], [0.012, -0.711, 0.103], [0.777, -1.632, 1.134], [2.754, -0.928, -0.292], [2.962, 0.538, -1.587], [2.199, -1.220, -1.950], [0.323, 0.340, -2.050], [0.859, 2.530, 1.323], [0.945, 0.789, 2.372], [2.431, 0.978, 0.915], [-1.916, 1.082, -0.911], [0.800, -2.659, 0.738], [1.748, -1.113, 1.385], [0.278, -1.811, 2.033], [-2.008, -1.558, 1.201], [-1.077, 1.743, -0.127], [-1.642, -1.281, -0.244]],
  "mulliken_charge": [-1.371, -0.363, 1.049, -1.075, 0.462, -1.735, 0.294, 0.275, 0.386, 0.296, 0.313, 0.220, 0.193, 0.141, 0.320, 0.360, 0.544, 0.151, -0.236, -0.224]
}

=====

{
  "formula": "CH6N4S",
  "method": "ωB97M-V/def2-TZVPD",
  "smiles": "[H]/N=C(/NN)NS",
  "relative_energy_kcal_mol": 9.7,
  "species": ["C", "H", "H", "H", "H", "H", "H", "N", "N", "N", "N", "S"],
  "xyz": [[-0.701, -0.157, 0.102], [1.494, -1.480, 0.015], [1.654, -0.454, -1.181], [-0.801, -1.309, -1.506], [-2.345, 0.406, 0.998], [-0.274, 0.759, 1.865], [0.419, 2.458, -0.217], [1.177, -1.300, -0.911], [-0.175, -1.035, -0.784], [-1.967, -0.001, 0.168], [0.205, 0.495, 1.001], [1.314, 1.617, 0.450]],
  "mulliken_charge": [0.532, 0.293, 0.267, 0.257, 0.203, 0.309, 0.153, -0.685, -0.026, -0.761, -0.336, -0.205]
}

=====

{
  "formula": "C28H81N3O19",
  "method": "ωB97M-V/def2-TZVPD",
  "smiles": "COC[C@H](C)N.COC[C@H](C)N.COC[C@H](C)N.OCCO.OCCO.OCCO.OCCO.OCCO.OCCO.OCCO.OCCO",
  "relative_energy_kcal_mol": 63.9,
  "species": ["C", "C", "O", "O", "H", "H", "H", "H", "H", "H", "C", "C", "O", "O", "H", "H", "H", "H", "H", "H", "C", "C", "O", "O", "H", "H", "H", "H", "H", "H", "C", "C", "O", "O", "H", "H", "H", "H", "H", "H", "C", "C", "O", "O", "H", "H", "H", "H", "H", "H", "C", "C", "O", "O", "H", "H", "H", "H", "H", "H", "C", "C", "O", "O", "H", "H", "H", "H", "H", "H", "C", "C", "O", "O", "H", "H", "H", "H", "H", "H", "C", "C", "C", "O", "C", "N", "H", "H", "H", "H", "H", "H", "H", "H", "H", "H", "H", "C", "C", "C", "O", "C", "N", "H", "H", "H", "H", "H", "H", "H", "H", "H", "H", "H", "C", "C", "C", "O", "C", "N", "H", "H", "H", "H", "H", "H", "H", "H", "H", "H", "H"],
  "xyz": [[-3.148, -1.021, 2.182], [-2.395, -2.373, 2.286], [-2.007, -2.662, 3.564], [-3.461, -0.553, 0.868], [-2.493, -0.248, 2.583], [-4.084, -1.058, 2.739], [-1.521, -2.447, 1.639], [-2.966, -3.220, 1.908], [-1.661, -3.557, 3.529], [-3.002, 0.289, 0.816], [2.381, 3.083, -3.114], [1.843, 4.517, -3.074], [2.221, 5.275, -4.231], [1.519, 2.341, -3.944], [2.303, 2.649, -2.117], [3.442, 3.050, -3.364], [2.015, 5.146, -2.200], [0.757, 4.430, -3.083], [1.889, 6.174, -4.183], [1.689, 2.723, -4.808], [0.479, 4.026, 1.417], [2.032, 3.808, 1.139], [2.636, 5.031, 0.733], [-0.229, 4.183, 0.197], [0.187, 4.793, 2.134], [0.192, 3.110, 1.934], [2.137, 2.989, 0.427], [2.599, 3.515, 2.023], [3.522, 4.869, 0.401], [-0.029, 5.060, -0.138], [0.423, -0.628, -5.111], [1.041, -1.591, -4.132], [2.126, -1.091, -3.361], [-0.362, 0.322, -4.426], [-0.191, -1.146, -5.847], [1.249, -0.096, -5.585], [1.446, -2.422, -4.711], [0.332, -1.969, -3.396], [1.683, -0.532, -2.718], [0.176, 1.023, -4.049], [0.273, -0.468, 4.683], [-0.263, -0.546, 6.093], [-0.832, 0.719, 6.519], [1.335, 0.451, 4.490], [-0.464, -0.044, 4.001], [0.464, -1.477, 4.317], [0.542, -0.880, 6.747], [-1.030, -1.318, 6.156], [-0.928, 0.774, 7.473], [1.997, 0.045, 3.926], [-3.059, -3.065, -1.249], [-3.278, -3.475, -2.724], [-4.182, -4.580, -2.820], [-1.978, -3.712, -0.616], [-3.947, -3.307, -0.666], [-2.938, -1.982, -1.241], [-2.321, -3.645, -3.216], [-3.784, -2.629, -3.190], [-5.026, -4.242, -2.512], [-2.358, -4.508, -0.237], [0.632, -0.281, 0.639], [-0.149, -0.313, -0.692], [0.532, 0.518, -1.646], [1.646, -1.234, 0.657], [-0.055, -0.404, 1.476], [1.090, 0.689, 0.831], [-1.180, -0.003, -0.520], [-0.173, -1.349, -1.030], [-0.164, 1.126, -1.906], [2.409, -0.795, 0.273], [-3.448, 0.484, -2.887], [-3.109, 1.979, -3.098], [-1.940, 2.477, -2.471], [-3.083, -0.178, -4.075], [-4.465, 0.218, -2.599], [-2.848, 0.228, -2.014], [-3.962, 2.540, -2.716], [-3.029, 2.134, -4.174], [-1.884, 3.426, -2.606], [-2.152, 0.039, -4.157], [1.277, -4.455, -1.448], [1.359, -4.910, 0.033], [2.822, -5.016, 0.610], [3.677, -6.027, 0.088], [3.265, -7.410, 0.062], [0.580, -3.950, 0.740], [1.933, -5.074, -2.059], [1.622, -3.447, -1.678], [0.260, -4.543, -1.831], [0.846, -5.858, 0.198], [2.838, -5.133, 1.693], [3.314, -4.060, 0.432], [2.498, -7.605, -0.688], [2.958, -7.708, 1.064], [4.152, -8.026, -0.083], [-0.234, -3.740, 0.181], [1.061, -3.063, 0.771], [4.872, 0.817, 3.926], [4.087, 0.367, 2.757], [4.945, 0.228, 1.393], [4.103, 0.108, 0.278], [4.750, 0.298, -0.995], [3.502, -0.901, 3.073], [5.763, 0.213, 4.097], [4.294, 0.820, 4.850], [5.121, 1.873, 3.820], [3.250, 1.036, 2.558], [5.446, -0.739, 1.334], [5.730, 0.980, 1.318], [4.048, -0.117, -1.718], [5.700, -0.193, -1.206], [4.943, 1.346, -1.225], [4.207, -1.608, 3.230], [3.109, -1.254, 2.212], [-3.404, 2.695, 2.400], [-3.574, 2.657, 0.895], [-3.877, 4.065, 0.301], [-4.995, 4.800, 0.827], [-6.251, 4.415, 0.327], [-2.375, 2.116, 0.267], [-4.249, 3.122, 2.942], [-2.686, 3.441, 2.740], [-3.102, 1.714, 2.766], [-4.303, 1.887, 0.646], [-4.010, 4.024, -0.780], [-2.967, 4.630, 0.502], [-6.277, 4.594, -0.748], [-6.950, 5.098, 0.811], [-6.580, 3.416, 0.611], [-2.445, 1.995, -0.733], [-1.714, 2.879, 0.294]],
  "mulliken_charge": [0.594, -0.163, -0.556, -0.391, -0.678, 0.342, -0.072, 0.464, 0.361, 0.124, 0.211, -0.298, -0.581, -0.437, -0.377, 0.385, 0.401, 0.055, 0.322, 0.264, -0.424, -0.035, -0.615, -0.505, 0.482, 0.126, -0.112, 0.379, 0.377, 0.270, -0.627, 0.133, -0.631, -0.510, 0.452, 0.224, 0.527, -0.226, -0.053, 0.147, 0.450, -0.641, -0.532, -0.634, -0.342, 0.281, 0.374, 0.319, 0.277, 0.332, 0.210, -0.496, -0.601, -0.296, 0.551, -0.471, 0.181, 0.336, 0.358, 0.134, 0.448, 1.146, 1.508, 1.181, -0.292, -0.697, -0.891, -0.536, -0.571, -0.300, 0.562, -1.045, -0.288, -0.643, 0.494, -0.304, 0.313, 0.559, 0.123, 0.514, -0.891, 0.391, -0.643, -0.426, -0.676, -0.328, 0.546, 0.045, 0.191, 0.394, 0.465, 0.041, 0.241, 0.307, 0.280, 0.017, -0.074, -1.833, 1.584, -1.056, -0.103, -0.783, -0.649, 0.383, 0.358, 0.392, -0.433, 0.373, 0.450, 0.108, 0.363, 0.262, 0.413, -0.213, -1.491, 0.662, -0.476, -0.460, -0.700, 0.161, 0.410, 0.253, 0.141, 0.787, 0.395, 0.103, 0.295, 0.291, 0.276, -0.123, -0.444]
}